No. 1
Entry from OMol25: one molecule with the formula C6H10O at a distorted geometry (ωB97M-V with the def2-TZVPD basis set).

The total charge is 0. Its spin multiplicity is 1. The HOMO energy is -9.62 eV. As for the HOMO-LUMO gap: 10.64 eV. The value obtained for the energy is -8429.23316 eV. For the largest force on an atom, the calculation gives 1.04 eV Å⁻¹.

Last columns: bonded neighbours and bond lengths (Å).
Element x y z (Å)
1 C -2.060 -0.418 -0.278  C2 1.563, H8 1.093, H9 1.109, H10 1.096
2 C -1.077 0.793 -0.169  C1 1.563, C3 1.616, C4 1.484, H11 1.077
3 C 0.194 1.431 0.597  C2 1.616, C4 1.477, H12 1.097, H13 1.087
4 C 0.326 0.407 -0.460  C2 1.484, C3 1.477, C5 1.519, H14 1.085
5 C 0.705 -0.918 0.178  C4 1.519, C6 1.507, H15 1.092, H16 1.101
6 C 2.212 -0.886 0.204  C5 1.507, O7 1.207, H17 1.111
7 O 2.894 -1.120 -0.763  C6 1.207
8 H -1.989 -1.231 0.450  C1 1.093
9 H -1.827 -0.894 -1.252  C1 1.109
10 H -3.111 -0.117 -0.357  C1 1.096
11 H -1.534 1.634 -0.663  C2 1.077
12 H 0.539 2.423 0.278  C3 1.097
13 H 0.499 1.234 1.621  C3 1.087
14 H 0.790 0.617 -1.418  C4 1.085
15 H 0.328 -1.783 -0.370  C5 1.092
16 H 0.304 -0.934 1.203  C5 1.101
17 H 2.679 -0.519 1.143  C6 1.111

=====

No. 2
Entry from OMol25: a 15-piece molecular cluster, C4H28BO22 overall at a distorted geometry (ωB97M-V with the def2-TZVPD basis set).

The total charge is -1. Its spin multiplicity is 1. The HOMO energy is -7.86 eV. As for the HOMO-LUMO gap: 9.44 eV. The value obtained for the energy is -50331.56427 eV. For the largest force on an atom, the calculation gives 3.00 eV Å⁻¹.

Last columns: bonded neighbours and bond lengths (Å).
Element x y z (Å)
1 O 1.664 -2.139 -1.361  C2 1.232
2 C 0.719 -1.434 -1.004  O1 1.232, O3 1.282, C6 1.531
3 O 0.149 -1.392 0.144  C2 1.282, B4 1.498
4 B -0.966 -0.393 0.181  O3 1.498, O5 1.463, O8 1.471, O12 1.489
5 O -0.836 0.308 -1.097  B4 1.463, C6 1.364
6 C 0.055 -0.368 -1.879  C2 1.531, O5 1.364, O7 1.218
7 O 0.316 -0.108 -3.039  C6 1.218
8 O -0.816 0.557 1.293  B4 1.471, C9 1.374
9 C -1.906 0.390 2.112  O8 1.374, O10 1.218, C11 1.590
10 O -2.183 1.100 3.063  C9 1.218
11 C -2.900 -0.585 1.346  C9 1.590, O12 1.314, O13 1.200
12 O -2.315 -1.020 0.252  B4 1.489, C11 1.314
13 O -4.041 -0.772 1.669  C11 1.200
14 O 3.730 1.971 2.624  H15 0.957, H16 0.957
15 H 4.600 2.178 2.967  O14 0.957
16 H 3.626 1.033 2.784  O14 0.957
17 O -8.381 1.096 3.683  H18 0.957, H19 0.957
18 H -7.613 0.666 3.307  O17 0.957
19 H -8.380 0.830 4.602  O17 0.957
20 O -5.285 -0.019 -3.261  H21 0.957, H22 0.957
21 H -4.539 0.016 -2.663  O20 0.957
22 H -5.061 0.593 -3.961  O20 0.957
23 O -1.559 1.114 9.327  H24 0.957, H25 0.957
24 H -0.971 1.310 10.056  O23 0.957
25 H -1.104 1.451 8.555  O23 0.957
26 O 3.735 -1.920 3.467  H27 0.957, H28 0.957
27 H 4.322 -2.676 3.463  O26 0.957
28 H 3.001 -2.184 2.912  O26 0.957
29 O 6.913 -2.903 -0.701  H30 0.957, H31 0.957
30 H 6.310 -2.163 -0.776  O29 0.957
31 H 6.708 -3.295 0.148  O29 0.957
32 O -1.084 1.148 -7.590  H33 0.957, H34 0.957
33 H -1.659 1.878 -7.361  O32 0.957
34 H -0.914 0.706 -6.759  O32 0.957
35 O 1.325 5.125 2.646  H36 0.957, H37 0.957
36 H 1.406 4.172 2.664  O35 0.957
37 H 2.217 5.445 2.782  O35 0.957
38 O 5.543 0.145 -4.533  H39 0.957, H40 0.957
39 H 4.621 -0.088 -4.637  O38 0.957
40 H 5.607 0.476 -3.637  O38 0.957
41 O -7.358 -4.324 0.653  H42 0.957, H43 0.957
42 H -8.158 -4.219 1.168  O41 0.957
43 H -6.827 -3.559 0.875  O41 0.957
44 O 4.677 -6.518 -1.249  H45 0.957, H46 0.957
45 H 4.227 -5.680 -1.355  O44 0.957
46 H 5.589 -6.330 -1.471  O44 0.957
47 O 2.940 -3.169 -7.061  H48 0.957, H49 0.957
48 H 2.468 -2.789 -6.320  O47 0.957
49 H 3.550 -3.791 -6.665  O47 0.957
50 O 1.152 4.554 -2.919  H51 0.957, H52 0.957
51 H 0.696 5.333 -2.601  O50 0.957
52 H 0.464 3.895 -3.015  O50 0.957
53 O -2.665 5.769 2.578  H54 0.957, H55 0.957
54 H -1.731 5.625 2.729  O53 0.957
55 H -3.082 4.957 2.866  O53 0.957

=====

No. 3
Entry from OMol25: a 10-piece molecular cluster, C30H40O30 overall at a distorted geometry (ωB97M-V with the def2-TZVPD basis set).

The total charge is 0. Its spin multiplicity is 1. The HOMO energy is -10.71 eV. As for the HOMO-LUMO gap: 11.18 eV. The value obtained for the energy is -93183.80127 eV. For the largest force on an atom, the calculation gives 3.62 eV Å⁻¹.

Last columns: bonded neighbours and bond lengths (Å).
Element x y z (Å)
1 O 16.184 7.865 8.336  C2 1.182
2 C 16.600 8.298 9.354  O1 1.182, O3 1.316, O6 1.356
3 O 15.832 8.742 10.327  C2 1.316, C4 1.473
4 C 16.638 9.475 11.318  O3 1.473, C5 1.556, H7 1.155, H8 1.074
5 C 18.079 9.077 10.888  C4 1.556, O6 1.424, H9 1.106, H10 1.141
6 O 17.900 8.258 9.737  C2 1.356, C5 1.424
7 H 16.483 10.603 11.125  C4 1.155
8 H 16.276 9.192 12.289  C4 1.074
9 H 18.556 8.460 11.672  C5 1.106
10 H 18.786 9.931 10.621  C5 1.141
11 O 16.769 10.129 17.457  C12 1.199
12 C 15.677 10.170 17.952  O11 1.199, O13 1.345, O16 1.365
13 O 14.722 9.227 17.860  C12 1.345, C14 1.454
14 C 13.596 9.570 18.714  O13 1.454, C15 1.538, H17 1.090, H18 1.077
15 C 13.861 11.034 19.103  C14 1.538, O16 1.478, H19 1.090, H20 1.120
16 O 15.324 11.089 18.897  C12 1.365, C15 1.478
17 H 12.677 9.377 18.162  C14 1.090
18 H 13.516 8.976 19.610  C14 1.077
19 H 13.694 11.301 20.146  C15 1.090
20 H 13.364 11.759 18.408  C15 1.120
21 O 10.388 7.613 15.568  C22 1.160
22 C 9.707 7.780 16.493  O21 1.160, O23 1.342, O26 1.343
23 O 9.423 6.953 17.510  C22 1.342, C24 1.368
24 C 8.410 7.375 18.326  O23 1.368, C25 1.534, H27 1.151, H28 1.081
25 C 8.133 8.788 17.798  C24 1.534, O26 1.402, H29 1.102, H30 1.094
26 O 9.012 8.909 16.713  C22 1.343, C25 1.402
27 H 7.482 6.713 18.164  C24 1.151
28 H 8.689 7.343 19.370  C24 1.081
29 H 8.461 9.536 18.539  C25 1.102
30 H 7.125 9.008 17.436  C25 1.094
31 O 14.498 12.042 14.031  C32 1.215
32 C 14.123 10.887 14.052  O31 1.215, O33 1.316, O36 1.313
33 O 12.873 10.508 13.898  C32 1.316, C34 1.483
34 C 12.817 9.026 13.855  O33 1.483, C35 1.471, H37 1.091, H38 1.064
35 C 14.137 8.687 14.407  C34 1.471, O36 1.451, H39 1.092, H40 1.100
36 O 14.946 9.877 14.223  C32 1.313, C35 1.451
37 H 11.993 8.760 14.520  C34 1.091
38 H 12.635 8.859 12.820  C34 1.064
39 H 14.555 7.812 13.906  C35 1.092
40 H 14.007 8.393 15.459  C35 1.100
41 O 15.195 6.354 11.929  C42 1.183
42 C 14.716 5.950 10.926  O41 1.183, O43 1.289, O46 1.364
43 O 15.243 5.068 10.147  C42 1.289, C44 1.462
44 C 14.188 4.697 9.206  O43 1.462, C45 1.493, H47 1.117, H48 1.091
45 C 13.337 5.924 9.161  C44 1.493, O46 1.418, H49 1.089, H50 1.086
46 O 13.509 6.406 10.484  C42 1.364, C45 1.418
47 H 14.680 4.380 8.254  C44 1.117
48 H 13.625 3.838 9.573  C44 1.091
49 H 12.299 5.680 8.941  C45 1.089
50 H 13.702 6.643 8.434  C45 1.086
51 O 10.834 11.056 18.859  C52 1.168
52 C 10.434 11.363 17.806  O51 1.168, O53 1.322, O56 1.291
53 O 11.186 11.299 16.720  C52 1.322, C54 1.387
54 C 10.606 12.096 15.744  O53 1.387, C55 1.522, H57 1.069, H58 1.071
55 C 9.123 12.032 16.082  C54 1.522, O56 1.498, H59 1.106, H60 1.107
56 O 9.257 11.837 17.561  C52 1.291, C55 1.498
57 H 10.901 13.116 15.861  C54 1.069
58 H 10.931 11.709 14.799  C54 1.071
59 H 8.594 11.176 15.623  C55 1.106
60 H 8.541 12.959 15.918  C55 1.107
61 O 17.732 12.965 11.454  C62 1.189
62 C 17.732 12.833 12.636  O61 1.189, O63 1.430, O66 1.298
63 O 17.317 13.871 13.527  C62 1.430, C64 1.452
64 C 17.090 13.206 14.798  O63 1.452, C65 1.435, H67 1.100, H68 1.055
65 C 17.908 12.029 14.733  C64 1.435, O66 1.476, H69 1.086, H70 1.103
66 O 18.161 11.801 13.296  C62 1.298, C65 1.476
67 H 17.464 13.840 15.615  C64 1.100
68 H 16.063 12.979 14.870  C64 1.055
69 H 17.470 11.130 15.156  C65 1.086
70 H 18.910 12.199 15.163  C65 1.103
71 O 10.439 9.958 11.944  C72 1.200
72 C 9.773 10.770 11.364  O71 1.200, O73 1.293, O76 1.376
73 O 8.492 10.679 11.207  C72 1.293, C74 1.427
74 C 8.019 11.825 10.502  O73 1.427, C75 1.511, H77 1.084, H78 1.108
75 C 9.227 12.446 9.840  C74 1.511, O76 1.450, H79 1.091, H80 1.098
76 O 10.268 11.831 10.641  C72 1.376, C75 1.450
77 H 7.348 11.456 9.736  C74 1.084
78 H 7.481 12.537 11.159  C74 1.108
79 H 9.168 13.504 10.096  C75 1.091
80 H 9.308 12.235 8.766  C75 1.098
81 O 9.340 14.709 13.720  C82 1.191
82 C 10.459 14.857 13.340  O81 1.191, O83 1.354, O86 1.333
83 O 10.815 15.755 12.391  C82 1.354, C84 1.456
84 C 12.249 15.675 12.147  O83 1.456, C85 1.518, H87 1.092, H88 1.066
85 C 12.707 14.589 13.104  C84 1.518, O86 1.447, H89 1.157, H90 1.071
86 O 11.507 14.170 13.797  C82 1.333, C85 1.447
87 H 12.331 15.347 11.109  C84 1.092
88 H 12.646 16.650 12.311  C84 1.066
89 H 13.508 14.915 13.873  C85 1.157
90 H 13.101 13.747 12.573  C85 1.071
91 O 11.888 13.684 8.391  C92 1.197
92 C 12.926 13.340 8.878  O91 1.197, O93 1.314, O96 1.390
93 O 13.489 12.185 8.602  C92 1.314, C94 1.424
94 C 14.783 12.078 9.186  O93 1.424, C95 1.555, H97 1.072, H98 1.096
95 C 14.803 13.280 10.173  C94 1.555, O96 1.425, H99 1.052, H100 1.071
96 O 13.763 14.116 9.672  C92 1.390, C95 1.425
97 H 14.882 11.130 9.676  C94 1.072
98 H 15.470 12.148 8.334  C94 1.096
99 H 15.723 13.788 10.207  C95 1.052
100 H 14.647 12.942 11.177  C95 1.071

=====

No. 4
Entry from OMol25: one molecule with the formula C6H6 (ωB97M-V with the def2-TZVPD basis set).

The total charge is 0. Its spin multiplicity is 1. The HOMO energy is -9.57 eV. As for the HOMO-LUMO gap: 10.55 eV. The value obtained for the energy is -6315.58157 eV. For the largest force on an atom, the calculation gives 0.55 eV Å⁻¹.

Last columns: bonded neighbours and bond lengths (Å).
Element x y z (Å)
1 C -1.938 1.192 -2.268  C2 1.203, H7 1.068
2 C -1.096 1.374 -1.428  C1 1.203, C3 1.471
3 C -0.081 1.617 -0.392  C2 1.471, C4 1.471, H8 1.097, H9 1.097
4 C 0.459 0.380 0.194  C3 1.471, C5 1.204
5 C 0.906 -0.627 0.679  C4 1.204, C6 1.464
6 C 1.450 -1.855 1.261  C5 1.464, H10 1.095, H11 1.095, H12 1.095
7 H -2.687 1.024 -3.010  C1 1.068
8 H 0.738 2.208 -0.819  C3 1.097
9 H -0.525 2.234 0.400  C3 1.097
10 H 0.663 -2.439 1.749  C6 1.095
11 H 1.908 -2.482 0.489  C6 1.095
12 H 2.215 -1.627 2.010  C6 1.095

=====

> Number 3 is which compound?

C30H40O30